{
  "formula": "C26H58CrN4O4",
  "method": "wB97M-V/def2-TZVPD",
  "elements": ["Cr", "C", "C", "C", "C", "C", "C", "N", "O", "C", "C", "C", "H", "H", "H", "H", "H", "H", "H", "H", "H", "H", "H", "H", "H", "H", "H", "H", "H", "H", "C", "C", "C", "C", "C", "C", "N", "O", "C", "C", "C", "H", "H", "H", "H", "H", "H", "H", "H", "H", "H", "H", "H", "H", "H", "H", "H", "H", "H", "C", "C", "C", "O", "C", "N", "H", "H", "H", "H", "H", "H", "H", "H", "H", "H", "H", "C", "C", "C", "O", "C", "N", "H", "H", "H", "H", "H", "H", "H", "H", "H", "H", "H"],
  "positions_angstrom": [[-0.050, 0.178, -0.123], [3.441, -1.689, 3.103], [1.954, -1.737, 3.527], [1.903, -1.886, 5.072], [2.252, -0.554, 5.752], [1.278, 0.502, 5.305], [1.323, 0.729, 3.780], [1.163, -0.580, 3.133], [1.035, -0.506, 1.751], [2.614, 1.492, 3.401], [0.107, 1.561, 3.462], [1.302, -2.980, 2.972], [3.823, -2.698, 2.940], [4.067, -1.098, 3.769], [3.522, -1.171, 2.141], [2.610, -2.670, 5.341], [0.875, -2.142, 5.338], [3.281, -0.335, 5.449], [2.339, -0.655, 6.837], [1.519, 1.459, 5.782], [0.272, 0.291, 5.676], [2.720, 2.277, 4.166], [2.540, 2.084, 2.487], [3.567, 0.974, 3.460], [0.086, 2.542, 3.961], [-0.835, 1.091, 3.745], [0.017, 1.891, 2.422], [1.533, -3.224, 1.933], [0.209, -2.982, 3.027], [1.556, -3.858, 3.579], [-0.192, -1.892, -4.363], [-0.791, -0.513, -4.031], [-1.523, 0.072, -5.243], [-3.005, -0.305, -5.413], [-3.747, -0.344, -4.071], [-3.002, -1.091, -2.942], [-1.655, -0.524, -2.855], [-1.026, -0.889, -1.681], [-3.069, -2.606, -3.231], [-3.771, -0.727, -1.699], [0.371, 0.433, -3.754], [0.781, -1.792, -4.854], [-0.759, -2.522, -5.054], [-0.060, -2.454, -3.436], [-1.005, -0.288, -6.139], [-1.409, 1.158, -5.274], [-3.042, -1.285, -5.891], [-3.459, 0.453, -6.050], [-4.609, -0.976, -4.326], [-4.169, 0.623, -3.802], [-4.044, -3.031, -2.988], [-2.336, -3.074, -2.568], [-2.813, -2.837, -4.263], [-4.770, -1.166, -1.692], [-3.817, 0.346, -1.508], [-3.265, -1.168, -0.830], [1.011, 0.509, -4.642], [1.064, 0.125, -2.971], [0.091, 1.467, -3.530], [-2.652, 3.778, 0.039], [-1.786, 2.569, 0.309], [-2.531, 1.518, 1.147], [-1.768, 0.316, 1.169], [-2.399, -0.798, 1.751], [-1.367, 1.927, -0.989], [-2.176, 4.496, -0.636], [-2.834, 4.377, 0.938], [-3.625, 3.571, -0.409], [-0.890, 2.749, 0.909], [-3.448, 1.265, 0.596], [-2.639, 1.863, 2.178], [-3.040, -0.461, 2.578], [-1.656, -1.454, 2.193], [-3.121, -1.296, 1.102], [-1.090, 2.735, -1.538], [-2.231, 1.566, -1.393], [3.677, 2.474, -1.023], [2.506, 1.514, -1.083], [2.908, 0.065, -1.055], [1.728, -0.721, -1.038], [1.965, -2.118, -0.978], [1.584, 1.799, 0.045], [4.267, 2.353, -0.110], [3.484, 3.516, -1.275], [4.450, 2.226, -1.771], [1.998, 1.682, -2.038], [3.449, -0.139, -0.118], [3.539, -0.200, -1.906], [2.190, -2.340, 0.074], [2.841, -2.401, -1.565], [1.090, -2.699, -1.250], [2.054, 1.455, 0.888], [1.518, 2.804, 0.166]],
  "forces_ev_per_angstrom": [[-0.174, -1.917, -0.625], [-0.260, 0.345, -0.932], [0.389, 0.370, 0.813], [-0.170, 0.965, -0.274], [0.631, -1.003, -0.155], [0.562, 0.801, 0.399], [0.284, -1.251, -0.004], [-1.438, 0.062, 0.531], [0.522, 0.502, -1.282], [-0.138, 1.296, 0.963], [-0.787, 1.589, -0.538], [-0.615, -1.210, -0.375], [0.229, 0.033, 0.313], [0.085, -0.381, 0.270], [-0.207, -0.152, -0.077], [-0.153, -0.143, 0.187], [0.071, -0.318, 0.111], [-0.077, 0.445, -0.051], [-0.419, -0.010, 0.035], [0.094, 0.006, -0.056], [-0.101, -0.358, -0.386], [0.010, 0.031, -0.077], [0.049, -0.379, -0.124], [-0.248, -0.433, -0.323], [0.448, -0.244, 0.474], [0.177, -0.392, -0.072], [0.253, -0.656, -0.091], [0.196, 0.239, 0.067], [0.019, 0.577, 0.064], [0.428, 0.082, -0.080], [0.368, -0.480, -0.092], [0.104, -0.140, 0.135], [-0.286, -0.039, -0.603], [0.962, 0.403, 0.843], [-0.456, -1.242, -1.310], [-0.433, 0.948, -1.396], [-0.976, 1.523, 0.194], [1.092, -0.507, 1.109], [0.500, 0.162, 0.836], [0.384, -1.009, 1.528], [1.162, 0.429, -0.185], [0.059, 0.108, 0.171], [-0.389, 0.236, 0.138], [0.091, 0.047, -0.009], [0.170, 0.110, 0.034], [-0.103, 0.039, 0.307], [-0.262, 0.034, -0.097], [-0.156, -0.289, -0.251], [-0.308, 0.210, 0.449], [0.445, 0.177, 0.287], [-0.085, 0.100, -0.114], [0.003, -0.182, -0.114], [-0.041, -0.019, -0.009], [-0.132, 0.259, -0.296], [-0.141, 0.061, -0.306], [-0.039, 0.127, -0.249], [-0.223, -0.086, -0.172], [-0.508, -0.404, 0.009], [-0.482, -0.139, 0.082], [0.047, 1.197, 0.581], [-0.208, -1.243, -0.236], [0.061, -0.418, -1.068], [0.455, 0.455, -0.368], [-1.072, 0.141, 1.190], [-0.604, 1.085, 1.533], [0.247, -0.249, -0.075], [-0.100, -0.244, 0.110], [0.056, -0.459, 0.061], [0.090, 0.693, -0.403], [-0.390, 0.329, 0.632], [-0.532, 0.058, -0.088], [0.261, 0.170, 0.154], [0.252, -0.081, -0.391], [0.517, -0.122, -0.416], [0.192, -0.393, -0.492], [0.424, -0.243, -0.486], [1.936, -0.747, -0.822], [-0.222, 1.217, -0.259], [0.118, -0.351, 1.034], [-0.270, 0.340, -0.767], [0.581, -0.287, 1.288], [0.556, -0.260, -0.091], [-0.467, 0.365, 0.330], [-0.555, 0.025, 0.518], [-0.345, -0.239, -0.162], [-0.256, 0.076, 0.229], [0.176, -0.009, -0.109], [-0.048, 0.025, -0.083], [0.028, -0.118, -0.112], [-0.149, 0.099, -0.306], [-0.209, 0.422, -0.317], [-0.395, -0.196, -0.089], [-0.158, 0.037, -0.143]],
  "multiplicity": 5,
  "total_charge": 0,
  "fmax_ev_per_a": 2.23,
  "gap_ev": [5.981, 6.060],
  "s_squared": 6.013,
  "e_lumo_ev": [0.2, 0.2],
  "energy_ev": -70471.069
}

{
  "formula": "C10H13N2S",
  "method": "wB97M-V/def2-TZVPD",
  "elements": ["C", "C", "C", "C", "C", "C", "C", "C", "C", "C", "N", "N", "S", "H", "H", "H", "H", "H", "H", "H", "H", "H", "H", "H", "H", "H"],
  "positions_angstrom": [[1.603, 0.363, 0.202], [2.374, -0.496, 0.884], [0.093, 0.147, 0.042], [0.096, -0.530, -1.499], [-0.908, 1.601, -1.426], [1.839, -1.578, 1.727], [0.320, -1.842, 1.363], [-0.468, -0.629, 1.235], [-1.382, 2.777, -2.107], [-1.868, -0.445, 1.653], [-0.638, 1.364, -0.231], [-0.406, 0.459, -2.250], [0.750, -1.960, -1.856], [1.764, 1.260, -0.353], [3.396, -0.440, 1.084], [2.460, -2.386, 1.623], [1.851, -1.472, 2.786], [0.560, -2.250, 0.169], [0.026, -2.543, 2.158], [-0.426, 3.397, -2.479], [-2.073, 3.223, -1.510], [-1.806, 2.537, -2.977], [-2.428, -0.566, 0.803], [-1.968, 0.643, 1.815], [-2.096, -1.229, 2.341], [-0.666, 0.596, -3.199]],
  "forces_ev_per_angstrom": [[-0.450, -0.565, 0.768], [-1.667, 1.432, 0.555], [-1.043, 0.097, -0.256], [-0.598, 0.217, 0.244], [2.660, -3.557, -0.367], [-2.516, 1.268, -1.098], [1.266, 0.100, 0.825], [0.925, -2.107, -4.129], [4.638, 1.050, 0.133], [2.916, 1.006, 1.227], [-0.117, 1.170, 2.406], [-0.895, 1.736, 1.741], [-0.179, -0.205, 0.155], [1.478, 0.379, -0.161], [1.774, 0.928, -0.568], [1.066, -2.644, -0.820], [0.205, 1.066, 0.962], [-0.956, 0.534, 1.405], [-0.727, -0.050, -0.888], [-2.140, -0.892, 1.393], [-1.531, 2.091, 1.629], [-1.988, -1.108, -3.477], [-1.561, -0.498, -2.479], [-0.395, -0.473, 0.889], [-0.644, 0.274, 1.035], [0.481, -1.247, -1.122]],
  "total_charge": 1,
  "fmax_ev_per_a": 4.76,
  "gap_ev": [7.505, 7.503],
  "e_lumo_ev": [-5.3, -5.3],
  "energy_ev": -24385.717
}

{
  "formula": "C12H14NOS",
  "method": "wB97M-V/def2-TZVPD",
  "elements": ["C", "C", "C", "C", "C", "C", "C", "C", "C", "C", "C", "C", "N", "O", "S", "H", "H", "H", "H", "H", "H", "H", "H", "H", "H", "H", "H", "H", "H"],
  "positions_angstrom": [[0.550, -3.450, 0.479], [-0.819, -3.179, 0.337], [1.521, -2.426, 0.509], [-1.147, -1.914, 0.055], [1.098, -1.159, 0.370], [-0.295, -0.816, 0.286], [1.909, 1.554, -1.701], [2.155, -0.018, 0.324], [2.378, 0.246, -1.272], [-2.246, 2.132, -0.325], [-1.318, 2.983, 0.451], [-0.814, 0.449, 0.424], [-2.186, 0.871, 0.330], [1.319, 2.506, -1.422], [0.132, 1.929, 0.719], [0.870, -4.417, 0.759], [-1.413, -4.074, 0.261], [2.539, -2.608, 0.794], [-2.178, -1.657, -0.257], [1.942, 0.860, 0.906], [3.067, -0.354, 0.765], [2.057, -0.600, -1.963], [3.495, 0.489, -1.634], [-3.214, 2.470, -0.366], [-1.829, 2.065, -1.368], [-0.783, 3.820, -0.052], [-1.536, 3.256, 1.441], [-2.603, 0.973, 1.262], [-2.651, 0.068, -0.113]],
  "forces_ev_per_angstrom": [[0.750, 0.930, 1.137], [2.257, -1.944, -0.975], [-1.388, -2.005, 0.146], [-2.622, 1.872, 0.091], [0.482, 4.275, 0.750], [0.557, -1.814, -0.640], [0.371, -1.345, -2.691], [-0.572, -2.066, -1.542], [2.119, 0.610, 0.272], [1.837, 1.360, -2.520], [2.908, 0.788, -0.531], [2.704, 2.816, 0.620], [-0.517, -3.294, 0.636], [-0.507, 1.578, 0.444], [-1.418, -1.358, 0.968], [0.183, -1.047, -0.030], [-0.764, 0.336, -0.017], [0.348, -0.298, -0.350], [0.295, -0.537, 0.344], [-0.060, 0.205, -0.272], [0.752, -0.589, -0.001], [0.178, 1.264, 0.985], [-1.764, -1.150, 1.330], [-2.375, 0.853, -0.052], [-0.552, -0.311, 0.964], [-1.303, -0.222, -0.054], [-1.311, 0.690, 1.096], [-0.056, -0.168, 0.111], [-0.535, 0.571, -0.219]],
  "total_charge": 1,
  "fmax_ev_per_a": 4.37,
  "gap_ev": [7.352, 5.222],
  "e_lumo_ev": [-3.1, -4.4],
  "energy_ev": -27032.136
}

{
  "formula": "C37H67NO13",
  "method": "wB97M-V/def2-TZVPD",
  "elements": ["C", "H", "H", "H", "C", "H", "H", "C", "H", "C", "C", "H", "H", "H", "O", "H", "C", "O", "H", "H", "C", "C", "O", "C", "C", "H", "H", "H", "H", "C", "H", "H", "C", "C", "H", "H", "H", "O", "H", "C", "H", "C", "C", "H", "H", "H", "H", "C", "H", "O", "C", "O", "C", "C", "H", "H", "H", "H", "C", "O", "H", "H", "C", "C", "H", "H", "C", "H", "H", "H", "O", "C", "H", "H", "H", "H", "C", "C", "O", "O", "C", "H", "H", "H", "H", "O", "C", "O", "C", "C", "H", "H", "H", "C", "H", "H", "C", "N", "C", "H", "H", "H", "C", "H", "H", "H", "C", "O", "H", "H", "H", "H", "H", "H", "C", "H", "H", "H"],
  "positions_angstrom": [[-6.744, -1.573, -1.844], [-5.926, -2.181, -2.220], [-7.007, -1.935, -0.853], [-7.604, -1.701, -2.498], [-6.348, -0.102, -1.783], [-7.167, 0.480, -1.358], [-6.145, 0.266, -2.790], [-5.107, 0.142, -0.920], [-5.063, -0.601, -0.115], [-5.101, 1.565, -0.280], [-4.983, 2.621, -1.377], [-5.069, 3.618, -0.956], [-5.796, 2.489, -2.084], [-4.036, 2.514, -1.896], [-6.316, 1.762, 0.398], [-6.223, 1.303, 1.248], [-3.925, 1.601, 0.740], [-4.342, 0.824, 1.836], [-3.703, 0.981, 2.553], [-3.049, 1.137, 0.263], [-3.497, 3.022, 1.182], [-2.305, 2.889, 2.117], [-2.407, 2.290, 3.164], [-1.009, 3.569, 1.716], [-1.219, 5.044, 1.367], [-1.746, 5.553, 2.170], [-1.782, 5.167, 0.446], [-0.252, 5.524, 1.236], [-0.347, 3.518, 2.584], [-0.363, 2.823, 0.538], [0.470, 3.410, 0.150], [-1.106, 2.717, -0.253], [0.182, 1.432, 0.909], [1.200, 1.548, 2.055], [0.671, 1.616, 3.003], [1.819, 2.431, 1.923], [1.856, 0.682, 2.070], [-0.924, 0.652, 1.314], [-0.627, -0.238, 1.562], [0.906, 0.777, -0.312], [1.271, -0.202, 0.013], [0.025, 0.534, -1.563], [0.877, 0.310, -2.812], [1.446, -0.609, -2.708], [1.558, 1.144, -2.960], [0.242, 0.230, -3.690], [-0.619, 1.400, -1.732], [-0.880, -0.687, -1.299], [-1.447, -0.480, -0.386], [-0.058, -1.820, -1.076], [-0.529, -2.740, -0.124], [-0.334, -2.286, 1.196], [0.941, -2.542, 1.775], [0.906, -2.000, 3.198], [0.677, -0.940, 3.205], [0.140, -2.520, 3.768], [1.874, -2.158, 3.665], [1.719, -2.028, 1.193], [1.316, -4.042, 1.777], [2.653, -4.127, 1.346], [2.801, -5.044, 1.078], [1.238, -4.449, 2.797], [0.384, -4.873, 0.861], [0.177, -4.065, -0.423], [-0.410, -4.616, -1.155], [1.156, -3.840, -0.853], [-0.940, -5.172, 1.568], [-1.344, -4.260, 1.996], [-1.670, -5.573, 0.868], [-0.771, -5.894, 2.364], [1.132, -6.069, 0.623], [0.540, -7.063, -0.179], [1.262, -7.878, -0.206], [-0.396, -7.431, 0.248], [0.360, -6.714, -1.200], [-1.619, -2.845, -0.205], [-1.915, -0.930, -2.445], [-3.253, -1.119, -1.746], [-3.623, -2.148, -1.244], [-3.909, 0.035, -1.706], [-1.586, -2.137, -3.317], [-0.534, -2.141, -3.584], [-1.812, -3.052, -2.777], [-2.187, -2.114, -4.224], [-1.983, -0.023, -3.050], [2.037, 1.598, -0.601], [3.274, 0.953, -0.666], [3.484, 0.156, 0.467], [4.739, -0.509, 0.431], [4.823, -1.403, 1.661], [4.074, -2.188, 1.615], [4.658, -0.807, 2.555], [5.807, -1.860, 1.713], [5.876, 0.515, 0.383], [6.837, 0.005, 0.328], [5.848, 1.104, 1.300], [5.727, 1.433, -0.837], [6.854, 2.344, -0.931], [6.805, 3.480, -0.033], [6.072, 4.238, -0.341], [6.572, 3.147, 0.975], [7.792, 3.944, -0.019], [7.135, 2.774, -2.288], [7.282, 1.897, -2.917], [8.059, 3.351, -2.281], [6.333, 3.387, -2.715], [4.326, 2.072, -0.778], [4.077, 2.844, -1.927], [3.134, 3.051, -1.928], [4.231, 2.692, 0.127], [5.756, 0.811, -1.740], [4.778, -1.128, -0.483], [3.340, 0.310, -1.570], [-3.216, 3.581, 0.292], [-4.611, 3.754, 1.939], [-4.832, 3.232, 2.867], [-4.297, 4.767, 2.179], [-5.516, 3.796, 1.342]],
  "forces_ev_per_angstrom": [[0.044, 0.171, -0.146], [0.005, -0.117, -0.011], [-0.021, -0.094, 0.095], [-0.099, -0.075, -0.029], [0.236, -0.125, 0.137], [0.050, 0.018, -0.086], [-0.034, 0.103, -0.008], [-0.758, 0.135, 0.396], [0.036, 0.126, -0.095], [0.780, -0.265, -0.226], [-0.101, -0.251, 0.416], [0.024, 0.130, 0.038], [-0.068, 0.009, -0.136], [0.108, 0.065, -0.108], [-0.292, -0.075, 0.123], [-0.009, 0.058, 0.001], [0.157, 0.384, -0.609], [-0.021, -0.235, 0.212], [-0.095, -0.005, 0.042], [-0.178, 0.071, 0.039], [-0.385, -0.465, 0.214], [0.213, 0.430, -0.223], [-0.097, -0.027, 0.253], [0.252, -0.055, -0.005], [-0.044, -0.186, 0.137], [-0.056, 0.141, 0.039], [-0.072, 0.052, -0.120], [0.071, 0.052, -0.026], [-0.093, -0.051, -0.017], [-0.032, -0.399, 0.335], [-0.022, 0.069, -0.054], [-0.033, 0.056, -0.155], [0.700, 0.367, -0.200], [-0.268, -0.052, -0.142], [-0.054, 0.057, 0.064], [0.160, 0.079, 0.047], [0.049, -0.051, 0.046], [-0.094, -0.235, 0.038], [-0.076, 0.022, -0.088], [-0.474, -0.202, -0.008], [-0.076, 0.088, 0.044], [0.257, -0.253, 0.280], [-0.146, 0.125, 0.226], [0.143, -0.100, -0.076], [0.066, 0.000, -0.084], [-0.033, -0.040, -0.149], [-0.094, -0.044, 0.001], [-0.424, 0.418, 0.096], [0.162, -0.033, -0.179], [0.205, -0.080, -0.060], [-0.352, -0.348, -0.297], [-0.037, 0.166, 0.191], [0.420, -0.071, 0.282], [-0.106, -0.058, -0.514], [0.021, 0.160, 0.070], [-0.063, -0.081, 0.100], [0.114, -0.002, 0.096], [-0.085, -0.063, 0.034], [-0.459, -0.218, -0.003], [0.278, 0.016, -0.145], [-0.028, 0.014, 0.033], [-0.058, 0.048, -0.096], [-0.068, 0.308, 0.057], [0.154, 0.114, 0.315], [-0.019, 0.019, -0.059], [-0.006, -0.048, -0.029], [0.366, -0.061, -0.125], [-0.094, 0.048, 0.044], [-0.125, -0.057, -0.031], [-0.010, -0.059, 0.076], [0.030, 0.265, 0.160], [0.024, -0.089, -0.050], [-0.107, -0.036, -0.077], [0.003, -0.003, -0.016], [-0.011, -0.021, 0.012], [0.210, 0.065, -0.037], [-0.011, -0.234, 0.147], [0.489, -0.087, -0.390], [-0.116, -0.072, 0.100], [-0.104, 0.316, -0.077], [-0.040, 0.196, 0.107], [0.085, -0.032, -0.081], [0.029, -0.098, 0.004], [-0.046, -0.053, -0.085], [0.012, -0.033, 0.042], [0.000, 0.030, 0.170], [0.516, 0.168, -0.427], [-0.226, 0.192, 0.144], [0.512, -0.171, 0.228], [-0.226, 0.186, -0.442], [-0.022, -0.091, 0.027], [0.035, 0.107, 0.146], [0.119, -0.079, 0.044], [-0.421, -0.091, -0.398], [0.044, 0.000, 0.001], [0.030, 0.008, 0.124], [-0.269, 0.005, 0.245], [0.005, 0.046, -0.088], [0.038, -0.088, -0.044], [-0.043, 0.043, 0.032], [-0.011, 0.061, 0.107], [-0.015, 0.074, 0.067], [-0.007, 0.042, -0.020], [0.022, -0.008, -0.095], [0.058, 0.018, -0.078], [0.053, 0.028, -0.049], [-0.001, -0.537, 0.287], [0.021, 0.091, -0.299], [0.021, 0.031, 0.026], [0.028, -0.104, -0.006], [-0.017, 0.001, 0.033], [0.001, 0.045, 0.088], [-0.088, 0.121, 0.168], [0.066, -0.014, -0.015], [0.084, 0.086, -0.123], [-0.026, -0.001, 0.029], [0.005, 0.121, 0.079], [-0.039, 0.058, 0.008]],
  "total_charge": 0,
  "fmax_ev_per_a": 0.87,
  "gap_ev": 8.876,
  "e_lumo_ev": 0.6,
  "energy_ev": -67564.893
}